No. 1
DFT (ωB97M-V/def2-TZVPD) results for a 11-piece molecular cluster, C6H31NO10 overall in a non-equilibrium geometry.

```
48
Properties=species:S:1:pos:R:3:forces:R:3
C -0.995 -1.621 -1.195 -0.2 -0.2 0.1
C -0.525 -1.756 0.230 1.5 0.4 -0.2
C -0.186 -2.941 0.743 -1.8 -0.1 0.3
N -0.678 -4.153 0.216 0.8 -0.7 0.3
C -0.041 -0.464 0.870 -1.0 0.7 -1.1
C -0.105 -0.317 2.350 0.7 -0.8 0.3
C -0.918 -0.993 3.147 -0.6 0.0 0.1
H -1.974 -2.066 -1.380 -0.2 0.0 0.1
H -1.045 -0.573 -1.465 -0.1 0.1 -0.2
H -0.323 -2.125 -1.891 0.2 0.1 0.0
H 0.121 -3.024 1.780 0.4 0.0 -0.1
H -0.802 -4.194 -0.780 0.0 0.3 -0.3
H -0.109 -4.947 0.494 -0.2 0.1 0.0
H -0.659 0.337 0.428 -0.5 -0.1 0.4
H 0.887 -0.117 0.403 0.4 -0.5 0.6
H 0.636 0.318 2.804 -0.2 0.2 0.1
H -0.975 -0.846 4.218 0.2 0.1 0.0
H -1.638 -1.688 2.731 0.3 -0.2 0.1
H 0.623 3.749 -2.994 -0.1 -0.1 0.0
H 0.944 2.444 -2.319 -0.1 0.1 -0.1
O 1.328 3.304 -2.520 0.3 0.6 -0.1
H 3.440 1.363 0.410 -0.7 -0.4 0.3
H 3.622 0.315 1.591 -0.1 0.3 -0.1
O 2.961 0.795 1.073 1.0 -0.4 -0.2
H -3.783 1.650 1.569 -0.2 0.0 0.4
H -3.873 0.279 0.866 0.1 -0.4 0.1
O -3.551 1.184 0.767 -0.1 0.5 -0.2
H -1.722 2.862 0.244 0.6 0.1 -0.3
H -2.977 2.509 -0.368 -0.4 -0.5 -0.4
O -2.115 2.847 -0.638 0.0 0.5 0.6
H 2.385 -2.069 0.213 0.0 0.0 -0.5
H 2.768 -0.733 -0.358 0.2 0.0 0.1
O 2.768 -1.675 -0.591 -0.2 -0.2 0.7
H -3.211 -1.306 2.287 -0.9 0.5 -0.5
H -3.217 -2.139 1.102 -0.5 0.3 -0.5
O -3.741 -1.398 1.461 1.0 -1.0 1.0
H 1.739 1.683 1.888 0.3 0.1 -0.5
H 0.555 2.719 1.907 0.5 -0.3 0.1
O 1.255 2.309 2.438 -0.7 1.0 0.5
H 3.009 1.351 -1.907 -0.2 -0.7 0.2
H 3.185 2.775 -1.633 -0.3 0.6 0.3
O 2.988 1.964 -1.157 0.8 0.0 -0.4
H 2.253 -1.021 -2.285 -0.1 0.2 0.3
H 3.202 -0.709 -3.393 -0.1 0.4 0.0
O 2.546 -0.272 -2.829 0.2 -0.4 -0.6
H -1.445 2.160 -2.041 0.5 0.1 -0.7
H -1.642 2.195 -3.580 0.2 -0.1 0.1
O -0.967 2.038 -2.907 -0.9 -0.2 0.4
```
Forces are in eV/Å.

Its SMILES is C=CC/C(C)=C/N.O.O.O.O.O.O.O.O.O.O. The value obtained for the gap between HOMO and LUMO is 8.48 eV. The value obtained for the total energy is -1054.3138 a.u. As for the energy above the lowest of the compared OMol25 structures with the same formula, charge and spin: 52.39 kcal per mole.

No. 2
DFT (ωB97M-V/def2-TZVPD) results for a 11-piece molecular cluster, C6H31O12 overall in a non-equilibrium geometry.

```
49
Properties=species:S:1:pos:R:3:forces:R:3
O -0.876 2.277 -0.335 0.0 -0.4 -0.3
C -0.500 1.770 0.747 -0.8 1.1 0.1
O -1.077 2.064 1.864 1.0 -0.9 -0.6
C 0.768 0.935 0.732 0.1 -0.2 0.7
C 0.667 -0.459 1.339 0.1 -0.3 -0.1
C -0.198 -1.394 0.456 -0.1 0.3 1.6
C 0.564 -2.407 -0.394 -0.9 0.7 -0.2
C 0.908 -3.665 0.384 0.2 0.0 0.1
H 1.170 0.844 -0.279 -0.1 0.3 0.0
H 1.420 1.542 1.353 0.6 0.0 -0.1
H 1.660 -0.871 1.518 0.4 -0.1 -0.5
H 0.306 -0.399 2.353 -0.6 0.1 0.2
H -0.834 -1.915 1.169 -0.3 -0.3 -0.1
H -0.857 -0.710 -0.061 -0.2 -0.2 -0.8
H -0.043 -2.649 -1.272 0.1 -0.1 0.0
H 1.436 -1.875 -0.763 0.4 -0.2 -0.2
H 1.103 -3.423 1.430 0.1 -0.1 0.0
H 0.147 -4.449 0.365 -0.3 0.3 0.0
H 1.783 -4.126 -0.041 0.6 -0.3 0.0
H -3.886 1.136 0.896 -0.2 -0.5 0.0
H -3.848 -0.200 1.698 0.1 -0.1 0.0
O -4.152 0.162 0.863 0.0 0.4 -0.1
H -2.928 -1.771 -0.759 -0.1 0.2 -0.3
H -3.560 -0.399 -0.853 0.0 -0.6 0.0
O -3.198 -1.117 -1.423 0.0 0.1 0.4
H 4.151 -0.180 -1.268 -0.4 0.3 0.0
H 3.915 0.138 -2.831 0.3 0.3 0.7
O 4.530 -0.210 -2.146 0.2 -0.4 -0.5
H -2.054 -0.034 -2.314 -0.1 -0.2 -0.3
H -1.507 1.328 -2.064 0.2 0.4 0.3
O -1.627 0.704 -2.788 0.0 -0.2 0.0
H 4.994 -2.818 -0.478 0.4 0.2 -0.2
H 5.352 -1.800 -1.575 0.2 0.0 0.3
O 5.746 -2.330 -0.852 -0.6 -0.3 0.0
H -2.863 2.661 0.080 0.4 0.2 -1.2
H -2.588 2.581 1.479 -0.3 0.0 0.1
O -3.379 2.656 0.877 -0.4 0.2 0.9
H 0.081 1.324 4.507 0.5 0.3 0.3
H -0.872 1.327 3.278 0.3 -0.2 0.5
O -0.688 0.885 4.171 -0.8 -0.1 -0.6
H 0.317 1.080 -3.562 -0.3 0.0 0.1
H 0.553 2.007 -2.412 0.0 0.2 0.3
O 0.967 1.710 -3.228 0.2 -0.1 -0.3
H -1.557 -0.877 4.190 0.3 0.5 0.0
H -0.829 -2.165 4.510 0.5 -0.1 0.3
O -1.588 -1.827 4.050 -0.7 -0.4 -0.3
H 2.634 1.546 -4.204 0.2 -0.1 0.4
H 3.095 0.131 -4.555 0.4 1.1 0.0
O 3.454 1.022 -4.315 -0.8 -1.2 -0.6
```
Forces are in eV/Å.

The value obtained for the gap between HOMO and LUMO is 9.52 eV. The value obtained for the total energy is -1150.2445 a.u. As for the energy above the lowest of the compared OMol25 structures with the same formula, charge and spin: 28.85 kcal per mole. The total charge is -1.

No. 3
DFT (ωB97M-V/def2-TZVPD) results for a 12-piece molecular cluster, C6H32N2O11 overall in a non-equilibrium geometry.

```
51
Properties=species:S:1:pos:R:3:forces:R:3
C 2.724 -0.352 0.159 0.9 -0.5 0.8
C 1.402 -0.839 -0.431 0.2 -0.8 -1.0
C 0.234 -0.168 0.277 0.7 0.8 0.5
C -1.042 -0.343 -0.377 -1.6 -1.8 0.5
C -2.257 0.365 -0.034 -0.4 -2.2 -1.4
N -3.293 -0.274 -0.672 -0.6 2.0 2.2
C -2.858 -1.370 -1.211 1.3 0.1 -0.4
N -1.478 -1.464 -1.064 1.2 2.1 0.4
H 2.625 0.646 0.581 -0.1 -0.2 -0.2
H 3.557 -0.314 -0.546 -0.3 -0.1 -0.2
H 3.090 -0.998 0.988 -0.5 0.1 -0.4
H 1.301 -1.941 -0.301 0.1 0.5 0.0
H 1.299 -0.704 -1.545 0.4 0.3 1.0
H 0.125 -0.703 1.272 -0.1 0.8 -0.6
H 0.408 0.942 0.518 -0.2 -1.6 -0.3
H -2.267 1.138 0.715 -0.5 0.4 -0.2
H -3.531 -2.072 -1.697 0.6 -0.1 -0.1
H -0.774 -2.081 -1.449 -0.6 -0.8 -0.1
H -0.383 -0.349 -4.553 -0.3 0.7 0.0
H 0.263 -1.604 -4.858 0.5 -1.0 -0.2
O 0.185 -0.730 -5.223 -0.2 0.3 0.3
H -1.952 2.325 2.832 0.1 1.3 -1.2
H -2.164 1.240 3.734 0.1 0.1 0.9
O -1.834 2.154 3.755 -0.2 -1.3 0.3
H -2.600 1.623 -1.535 0.2 0.1 -0.2
H -3.610 2.498 -2.108 -1.0 0.5 -0.5
O -2.670 2.380 -2.128 0.7 -0.4 0.3
H -0.102 -4.019 -0.500 0.3 -0.6 0.3
H -1.579 -3.856 -0.152 0.1 -0.4 0.2
O -0.990 -4.243 -0.808 -0.1 0.6 -0.3
H 1.614 1.827 -1.553 -0.3 0.3 -1.1
H 2.976 2.679 -1.528 -0.3 -0.1 -0.5
O 2.308 2.210 -1.029 0.7 0.4 1.6
H 2.086 2.875 1.097 0.7 -0.4 0.3
H 3.112 2.234 2.175 0.1 0.4 -0.5
O 2.196 2.427 1.956 -0.7 0.1 0.1
H 1.351 1.297 3.186 0.4 0.4 -0.5
H 0.034 1.515 3.896 0.4 -0.5 0.1
O 0.770 0.869 3.808 -1.0 -0.2 0.3
H -0.734 2.004 -2.681 0.8 0.1 0.0
H 0.459 1.864 -3.631 0.3 0.1 -0.7
O 0.216 1.748 -2.718 -1.4 -0.3 0.5
H 1.819 -3.982 1.189 -0.9 -0.4 1.0
H 2.708 -4.350 0.187 -0.3 -1.4 -0.2
O 1.945 -4.776 0.647 1.2 1.9 -0.8
H 0.760 -1.973 2.835 0.2 0.3 0.1
H 0.696 -3.340 3.439 0.0 -0.3 0.0
O 0.744 -2.901 2.583 -0.1 0.2 -0.1
H -3.021 3.359 0.621 0.9 0.3 0.4
H -1.737 4.187 0.842 0.2 0.5 -0.1
O -2.132 3.343 1.042 -1.2 -0.8 -0.4
```
Forces are in eV/Å.

The value obtained for the gap between HOMO and LUMO (spin up / spin down) is 9.55 / 5.56 eV. The value obtained for the total energy is -1184.6442 a.u. As for the spin multiplicity: 2. The total charge is +1.

No. 4
DFT (ωB97M-V/def2-TZVPD) results for a 10-piece molecular cluster, C6H32NO10 overall in a non-equilibrium geometry.

```
49
Properties=species:S:1:pos:R:3:forces:R:3
C -0.493 -1.804 -0.944 -1.5 1.4 -0.5
N -1.015 -1.666 0.435 0.6 -0.5 -0.9
C -0.630 -2.798 1.285 0.3 1.0 -1.0
O 0.576 -2.621 1.963 0.1 0.0 0.7
C -1.487 -1.081 -1.877 -1.3 -1.1 -0.6
C -1.856 0.337 -1.486 -0.3 0.5 0.6
C -0.658 1.234 -1.033 -2.2 0.1 -1.2
C -0.396 2.238 -2.155 1.6 0.0 0.0
H 0.445 -1.322 -1.140 0.5 -0.1 0.5
H -0.374 -2.859 -1.156 -0.1 0.0 -0.4
H -0.727 -0.741 0.732 0.0 -0.3 0.9
H -0.421 -3.606 0.586 -0.4 -0.4 0.1
H -1.520 -3.072 1.870 0.4 0.0 0.7
H -1.251 -1.091 -2.936 1.0 0.0 -0.2
H -2.394 -1.694 -1.921 -0.3 0.1 0.4
H -2.443 0.880 -2.237 0.5 -0.3 -0.7
H -2.657 0.343 -0.745 0.4 -0.4 0.7
H 0.222 0.643 -0.807 -0.1 0.3 0.2
H -1.096 1.760 -0.204 0.7 0.3 0.8
H -1.008 3.135 -2.149 -0.6 -0.2 -0.1
H 0.619 2.636 -2.085 0.2 0.0 0.2
H -0.398 1.738 -3.128 -0.4 0.1 0.0
H 1.712 -2.319 0.103 0.2 -0.6 -0.1
H 2.613 -1.262 -0.278 0.4 -0.4 -0.4
O 2.347 -2.144 -0.613 0.1 0.4 0.5
H 2.013 2.224 1.066 -0.9 -0.7 0.5
H 1.548 3.626 0.634 -0.1 -0.6 0.4
O 2.314 3.036 0.695 1.2 1.2 -0.8
H 2.467 0.739 -0.124 -0.1 -0.7 0.1
H 2.589 1.632 -1.296 0.2 1.0 -0.4
O 2.288 0.767 -1.072 0.2 -0.6 -0.3
H -0.472 1.019 2.199 -0.4 -0.2 0.6
H -1.788 0.926 3.006 0.0 0.0 -0.1
O -1.344 1.490 2.366 0.1 -0.2 -0.2
H 0.816 -0.193 3.538 0.1 0.3 -0.2
H 0.642 -1.679 2.313 -0.3 -0.4 -0.4
O 0.747 -0.085 2.579 -0.3 0.1 0.5
H -0.831 3.030 1.612 -0.4 0.1 -1.0
H 0.038 3.436 2.562 0.9 0.7 0.1
O -0.105 3.679 1.634 -0.8 -0.3 1.0
H 1.951 -0.174 1.962 0.5 -0.4 -0.4
H 3.318 0.497 1.490 0.4 -0.3 0.2
O 2.840 -0.330 1.350 -0.2 1.1 0.6
H 1.960 -1.848 -2.690 -0.3 0.4 0.6
H 0.801 -0.874 -3.138 0.3 0.1 0.4
O 1.316 -1.644 -3.378 0.1 -0.5 -1.1
H -3.675 -0.688 0.565 -0.1 -0.1 -0.4
H -3.233 -1.837 1.351 0.1 -0.4 -0.3
O -3.909 -1.615 0.698 -0.4 0.4 0.6
```
Forces are in eV/Å.

The value obtained for the gap between HOMO and LUMO is 8.36 eV. The value obtained for the total energy is -1054.9904 a.u. As for the energy above the lowest of the compared OMol25 structures with the same formula, charge and spin: 36.91 kcal per mole. The total charge is -1.

- Which formula does entry 4 have?
  C6H32NO10